*one*
15
Properties=species:S:1:pos:R:3:lowdin_charge:R:1 method="wB97M-V/def2-TZVPD" homo_ev=-7.5 spin_multiplicity=1
H -2.797 -0.956 -1.181 0.035
C 1.088 0.921 0.487 -0.262
H 0.351 -1.657 1.397 0.092
C 0.141 0.116 -0.197 -0.217
O -2.469 1.248 -0.218 -0.495
N 0.252 -1.727 0.393 0.123
H 1.676 2.022 -1.213 0.063
H -0.689 -2.012 0.107 0.036
C 1.748 1.898 -0.147 0.039
H 2.283 2.655 0.397 0.057
H 0.268 -0.022 -1.266 0.096
P -1.797 0.132 0.462 0.604
H 1.114 0.850 1.565 0.099
O -2.172 -1.242 -0.513 -0.376
H 1.003 -2.223 -0.071 0.107

***

*two*
15
Properties=species:S:1:pos:R:3:lowdin_charge:R:1 method="wB97M-V/def2-TZVPD" smiles="C=CNCP(O)O" homo_ev=-7.8 spin_multiplicity=1
H -2.354 1.047 -1.452 0.041
C -1.491 0.494 -1.785 -0.019
O 2.032 -1.685 0.026 -0.304
H -1.188 0.330 -2.777 0.018
O 0.853 -2.396 2.218 -0.346
H 0.629 0.277 -1.165 0.124
H 0.212 0.416 2.405 0.047
C 0.450 0.251 1.400 -0.230
H 1.365 0.722 1.183 0.047
H -1.504 0.923 0.799 0.102
C -0.467 0.560 -0.868 -0.322
N -0.549 0.962 0.471 -0.111
H 0.095 -2.993 2.476 0.071
H 2.520 -1.596 0.846 0.022
P 0.520 -1.702 0.760 0.859

***

Q: Which of them is the most stable? A: *two*.

***

*one*
53
Properties=species:S:1:pos:R:3:lowdin_charge:R:1 method="wB97M-V/def2-TZVPD" total_charge=+3 homo_ev=-17.2 spin_multiplicity=1
C 4.252 -0.624 4.278 0.016
C -4.000 -1.050 2.838 0.035
H -0.796 5.580 -6.223 0.144
C -2.549 -3.628 0.552 0.005
C 4.393 -2.701 3.088 0.029
H -6.833 -2.199 1.339 0.132
O -1.756 -1.758 2.451 -0.220
N 1.188 -3.585 1.484 -0.104
H 2.371 0.446 4.164 0.139
C 1.236 5.177 -2.923 0.000
C -0.413 -4.584 -0.014 -0.153
C -5.779 -2.102 1.556 -0.015
N -1.253 -3.577 0.654 -0.125
H -6.076 -0.592 3.050 0.135
O 1.459 2.496 -1.635 -0.194
Mo -0.195 -1.984 1.543 1.945
H 0.314 -5.466 1.800 0.144
H 5.995 -1.878 4.240 0.132
H -0.024 -4.154 -0.940 0.140
C 2.421 -3.559 1.924 0.001
C 0.562 4.088 -3.524 -0.342
O 0.024 1.518 -3.447 -0.186
H 0.757 7.809 -6.412 0.117
H 1.654 7.249 -3.107 0.140
S 0.691 2.589 -2.816 0.973
C -3.489 -2.753 1.174 -0.135
C 1.150 6.396 -3.539 0.023
C 2.377 -1.375 3.046 -0.244
C -0.239 5.448 -5.305 0.020
C -5.348 -1.194 2.522 0.012
H -0.701 8.181 -5.518 0.115
C -0.181 4.214 -4.723 0.000
H 1.801 5.044 -2.011 0.133
C 0.344 7.881 -5.403 0.001
H -0.990 -5.477 -0.251 0.143
C 0.697 -4.885 0.958 -0.149
O -0.158 -1.113 0.150 -0.319
C 3.068 -2.528 2.648 -0.136
H -0.677 3.358 -5.159 0.135
C 0.421 6.557 -4.733 -0.175
H 0.878 8.653 -4.856 0.096
H 3.005 -4.464 1.759 0.160
C 4.979 -1.749 3.895 -0.014
C -4.860 -2.889 0.897 0.022
H -3.668 -0.366 3.606 0.140
C -3.097 -1.821 2.148 -0.246
H -2.961 -4.433 -0.054 0.163
H 4.940 -3.588 2.796 0.138
O 1.091 -1.246 2.603 -0.223
H -5.185 -3.614 0.160 0.137
H 1.511 -5.436 0.490 0.141
H 4.712 0.114 4.922 0.136
C 2.938 -0.422 3.858 0.039

***

*two*
53
Properties=species:S:1:pos:R:3:lowdin_charge:R:1 method="wB97M-V/def2-TZVPD" total_charge=+3 homo_ev=-18.0 spin_multiplicity=1
H -1.670 0.774 -0.960 0.102
C -1.133 4.087 0.507 0.059
H -0.049 -4.740 -2.184 0.141
C 1.842 -4.184 -1.337 0.016
H 0.937 0.404 5.003 0.147
H -3.146 -3.287 -4.158 0.105
H 3.328 -2.146 1.800 0.180
C 0.071 2.163 3.470 0.029
H 2.863 0.494 3.376 0.151
S 1.079 1.169 -1.831 0.742
C 2.404 -1.726 1.399 0.016
C -0.394 4.569 3.178 0.051
C -2.442 -0.708 -2.306 0.006
H -1.435 6.208 0.410 0.145
H -3.446 -0.645 -1.912 0.134
C 1.797 -2.391 0.295 -0.114
C 0.458 -4.086 -1.488 0.030
H -1.354 -3.091 -0.863 0.141
O 2.254 1.078 -2.589 -0.148
C -0.157 0.002 -2.298 -0.306
C -0.766 5.617 2.360 0.016
O -0.527 1.783 0.875 -0.240
H -4.272 -2.012 -3.650 0.095
C -0.278 -3.161 -0.757 0.040
C -0.336 3.252 2.670 -0.108
O 1.434 0.462 -0.290 -0.428
C -2.204 -1.509 -3.433 -0.225
C -1.136 5.376 1.035 0.045
C 2.192 -0.379 3.376 -0.123
H 2.677 -1.199 3.913 0.153
Mo 0.371 0.322 1.065 2.045
C -0.688 3.032 1.297 -0.227
C -3.312 -2.210 -4.117 -0.009
H 0.241 2.373 4.528 0.169
H 1.124 -0.851 -3.780 0.132
H -3.357 -1.894 -5.161 0.114
N 0.258 0.929 3.044 -0.119
H -0.116 4.745 4.207 0.143
O 0.533 2.394 -1.349 -0.223
C -0.895 -1.578 -3.932 0.014
C 0.839 -0.019 3.997 -0.137
H 0.215 -0.926 4.052 0.146
C 2.497 -3.371 -0.436 0.043
H 2.397 -4.918 -1.906 0.141
O -0.278 -1.296 0.749 -0.172
H -0.767 6.627 2.749 0.142
N 1.821 -0.746 2.021 -0.131
H -0.690 -2.180 -4.804 0.141
C 0.127 -0.837 -3.369 -0.023
H -1.417 3.910 -0.521 0.137
C -1.435 0.058 -1.744 -0.075
C 0.375 -2.269 0.090 -0.247
H 3.564 -3.468 -0.293 0.144

***

Q: Which of them is the most stable? A: *one*.

***

*one*
11
Properties=species:S:1:pos:R:3:lowdin_charge:R:1 method="wB97M-V/def2-TZVPD" total_charge=-1 homo_ev=-2.5 spin_multiplicity=1
H -1.124 1.410 1.011 0.044
C -1.345 0.549 0.409 -0.169
O 2.573 -0.324 1.295 0.165
F 0.890 1.156 -0.520 -0.306
C 2.369 -1.156 0.539 -0.536
H -1.645 -0.282 1.099 0.071
O 2.451 -2.150 -0.020 0.160
H -1.256 0.349 -1.798 0.069
O -0.655 -0.390 -1.473 -0.138
H -2.087 0.916 -0.322 0.049
C -0.170 -0.079 -0.221 -0.408

***

*two*
11
Properties=species:S:1:pos:R:3:lowdin_charge:R:1 method="wB97M-V/def2-TZVPD" smiles="C[C@@](O)(F)C(=O)[O-]" total_charge=-1 homo_ev=-4.5 spin_multiplicity=1
H 1.765 0.684 1.087 0.092
C -1.342 0.564 -0.043 -0.674
H 2.053 -0.320 -0.267 0.047
O -2.114 0.037 -0.841 -0.028
H -1.012 -1.244 -1.115 0.113
C -0.067 -0.376 0.225 -0.480
F -0.321 -1.057 1.448 -0.019
C 1.326 0.324 0.119 0.006
H 1.097 1.122 -0.432 0.024
O -0.021 -1.355 -0.778 -0.057
O -1.364 1.621 0.596 -0.025

***

Q: Which of them is the most stable? A: *two*.

***

*one*
10
Properties=species:S:1:pos:R:3:lowdin_charge:R:1 method="wB97M-V/def2-TZVPD" homo_ev="-7.8 / -8.9" spin_multiplicity=1
Br 1.290 3.418 -0.526 0.533
O 1.647 -0.927 -0.218 -0.037
H 1.169 0.556 1.316 0.046
C 1.266 2.773 1.310 -1.717
C 0.938 -0.462 0.778 -0.167
C 0.165 -0.886 -0.362 -0.091
H -0.199 -0.067 -1.159 0.149
H -0.200 -1.900 -0.340 0.090
Br -0.063 3.564 2.374 0.598
Br 2.968 2.539 2.104 0.597

***

*two*
10
Properties=species:S:1:pos:R:3:lowdin_charge:R:1 method="wB97M-V/def2-TZVPD" homo_ev=-9.7 spin_multiplicity=1
Br 0.532 -1.483 -1.783 0.633
H -0.952 1.029 -2.087 0.106
Br 0.772 1.406 2.227 0.661
H -0.900 -1.140 0.090 -0.017
O -1.827 1.504 -0.438 0.086
H 2.002 -0.057 0.448 0.041
C -0.462 -0.392 -0.471 -0.540
C 0.991 -0.015 1.039 -1.166
Br 0.916 -1.674 2.002 0.591
C -1.071 0.823 -1.026 -0.395

***

Q: Which of them is the most stable? A: *two*.

***

*one*
8
Properties=species:S:1:pos:R:3:lowdin_charge:R:1 method="wB97M-V/def2-TZVPD" homo_ev=-9.2 spin_multiplicity=1
O -2.149 -1.566 0.740 -0.649
H 0.514 -1.190 -1.159 0.033
H -2.365 1.773 -1.150 -0.211
C 0.600 -0.796 -0.150 -0.151
P -2.505 1.186 0.105 0.496
S -1.993 -0.675 -0.443 0.423
C 1.081 -0.817 0.952 0.026
H 1.254 -0.571 1.971 0.033

***

*two*
8
Properties=species:S:1:pos:R:3:lowdin_charge:R:1 method="wB97M-V/def2-TZVPD" smiles="C1=CSPO1" homo_ev=-8.3 spin_multiplicity=1
H -0.584 -2.089 0.500 -0.078
C -0.549 0.886 -0.157 -0.574
S -0.995 0.365 1.409 0.566
H 1.155 0.693 -1.667 0.151
P 0.411 -1.282 1.225 0.668
O 1.268 -0.510 0.034 -0.487
H -1.233 1.599 -0.586 0.056
C 0.526 0.338 -0.759 -0.303

***

Q: Which of them is the most stable? A: *two*.

***

*one*
24
Properties=species:S:1:pos:R:3:lowdin_charge:R:1 method="wB97M-V/def2-TZVPD" smiles=ClCCCl.ClCCCl.ClCCCl homo_ev=-10.8 spin_multiplicity=1
C 0.509 21.349 -1.631 -0.695
C -4.288 21.609 1.251 -0.622
Cl 1.691 22.479 -1.023 0.591
H -2.263 15.403 0.812 0.071
H 1.068 20.450 -1.887 0.071
H -0.002 20.435 0.251 0.060
C -5.634 21.551 2.071 -0.700
H -3.478 21.351 1.933 0.065
H -0.975 21.956 -0.242 0.050
H -2.487 17.652 -0.331 -0.002
H -3.815 18.145 0.729 0.054
H 0.045 21.788 -2.514 0.073
Cl -1.611 18.127 1.765 0.559
H -5.560 22.124 2.995 0.059
Cl -4.269 15.641 -0.353 0.570
H -3.580 16.002 1.907 0.070
H -6.520 21.799 1.487 0.065
H -4.178 20.864 0.463 0.013
C -2.886 17.576 0.680 -0.757
Cl -4.042 23.215 0.412 0.500
C -0.478 21.030 -0.529 -0.593
Cl -1.933 20.056 -1.079 0.563
Cl -5.938 19.993 2.721 0.592
C -3.122 16.066 0.920 -0.658

***

*two*
24
Properties=species:S:1:pos:R:3:lowdin_charge:R:1 method="wB97M-V/def2-TZVPD" smiles=ClCCCl.ClCCCl.ClCCCl homo_ev=-10.4 spin_multiplicity=1
H -2.127 29.604 3.303 0.067
C -6.576 38.710 7.590 -0.659
Cl -4.032 35.786 7.153 0.595
C -5.768 38.165 8.749 -0.682
C -2.800 28.897 3.774 -0.657
C -3.218 29.329 5.138 -0.642
H -4.041 28.720 5.495 0.066
H -6.504 33.747 5.379 0.072
C -4.871 34.286 6.668 -0.651
H -5.973 35.432 5.233 0.066
Cl -4.205 28.668 2.675 0.528
H -4.723 38.092 8.470 0.022
Cl -3.805 31.034 5.146 0.538
H -2.315 27.924 3.831 0.074
H -6.865 37.882 6.942 0.021
C -6.136 34.610 5.926 -0.648
H -5.103 33.751 7.582 0.066
H -4.199 33.718 6.033 0.027
Cl -5.774 39.186 10.230 0.510
H -6.030 39.426 6.983 0.068
Cl -7.424 35.117 7.047 0.582
H -2.382 29.281 5.831 0.075
H -6.117 37.181 9.042 0.042
Cl -8.108 39.510 8.048 0.519

***

Q: Which of them is the most stable? A: *two*.

***

*one*
40
Properties=species:S:1:pos:R:3:lowdin_charge:R:1 method="wB97M-V/def2-TZVPD" total_charge=+2 homo_ev="-14.2 / -14.1" spin_multiplicity=1
C 3.487 -2.927 -0.339 -0.027
H -1.600 3.585 -0.732 0.161
C 0.853 2.224 1.325 -0.342
H -4.902 -0.928 1.157 0.144
H 2.254 4.349 3.631 0.130
Cl 0.579 6.477 2.818 0.823
C -0.169 4.454 1.230 -0.022
H 0.826 0.259 -2.569 0.145
H -3.544 -3.982 -1.525 0.145
H -2.802 0.338 0.794 0.112
O -1.210 1.648 -0.762 -0.101
C 2.758 -1.572 -2.205 0.006
C -1.011 2.782 -0.282 -0.091
H -0.159 -1.043 -2.651 0.130
H 2.106 -3.133 1.301 0.129
C 0.678 4.881 2.262 -0.632
C -4.115 -1.302 0.517 0.044
H 4.664 -2.537 -2.085 0.129
C -0.112 3.145 0.775 -0.105
F -5.425 -3.148 -0.021 0.172
C -2.935 -0.627 0.307 -0.059
H 4.246 -3.547 0.118 0.127
C -4.295 -2.498 -0.171 -0.212
H -1.373 -2.845 -1.801 0.117
C -3.328 -3.047 -1.026 0.051
Ru -0.351 -0.083 -0.232 1.332
C -1.904 -1.155 -0.518 -0.292
C 1.700 2.706 2.393 -0.567
C 1.558 -1.387 -1.551 -0.292
N 0.479 -0.538 -2.038 0.042
C 1.606 4.002 2.837 -0.068
C 3.720 -2.363 -1.587 -0.019
Cl 2.825 1.633 3.069 0.827
H 0.328 -1.891 0.206 0.089
C 1.322 -1.929 -0.298 -0.102
O 1.019 1.055 0.874 -0.120
H 2.948 -1.121 -3.171 0.132
C -2.137 -2.389 -1.181 -0.046
H -0.873 5.157 0.802 0.132
C 2.289 -2.703 0.326 -0.022

***

*two*
40
Properties=species:S:1:pos:R:3:lowdin_charge:R:1 method="wB97M-V/def2-TZVPD" total_charge=+2 homo_ev="-14.7 / -14.7" spin_multiplicity=1
H -0.610 -1.794 1.546 0.115
C 0.899 -3.928 -0.568 -0.233
O -0.008 0.598 1.878 -0.197
H -0.339 0.253 -4.261 0.134
C 1.326 2.607 0.303 -0.072
H 1.870 3.403 -0.206 0.164
C 0.214 -1.310 -0.431 -0.263
H -2.448 2.143 -0.465 0.152
H -1.539 -1.880 -4.524 0.132
C -2.977 -0.860 -1.635 -0.007
C -2.695 -1.652 -2.721 -0.010
H -3.167 0.867 0.319 0.148
C -1.726 -1.258 -3.659 -0.021
C -1.046 -0.072 -3.509 -0.048
F 1.242 -5.195 -0.639 0.152
H -3.741 -1.141 -0.919 0.134
Ru -0.499 0.396 0.060 1.440
C -0.129 -2.156 0.641 -0.064
C 1.275 -3.083 -1.612 0.047
C -1.287 0.745 -2.395 -0.068
C 1.537 2.437 1.676 -0.118
H 1.174 -1.084 -2.361 0.117
H 2.966 4.069 1.743 0.134
Cl 0.226 0.196 4.725 0.790
C 1.062 1.379 3.804 -0.570
O 0.551 1.947 -0.463 -0.131
H -0.851 1.735 -2.348 0.121
Cl 3.729 4.261 4.480 0.782
C 0.202 -3.494 0.555 0.044
C 0.839 1.450 2.417 -0.300
H -0.022 -4.189 1.353 0.144
N -2.409 1.137 -0.304 0.062
C 0.902 -1.758 -1.562 -0.048
H 2.110 2.170 5.475 0.131
H 1.848 -3.482 -2.439 0.144
C -2.272 0.343 -1.486 -0.362
H -3.238 -2.576 -2.868 0.132
C 1.945 2.241 4.408 -0.046
C 2.643 3.217 3.668 -0.641
C 2.443 3.319 2.321 -0.020

***

Q: Which of them is the most stable? A: *two*.

***

*one*
15
Properties=species:S:1:pos:R:3:lowdin_charge:R:1 method="wB97M-V/def2-TZVPD" homo_ev="-8.3 / -8.9" spin_multiplicity=1
H -3.146 -2.265 0.205 0.105
N 2.791 1.200 0.413 0.156
H 1.214 2.503 0.163 0.162
N 0.863 0.298 -0.155 -0.148
C -0.386 0.071 -0.447 0.091
O 5.199 -0.218 0.656 0.109
N 4.306 -0.739 0.031 -0.347
C 1.847 -0.629 -0.401 0.028
N -1.276 -1.884 0.520 0.022
C 3.018 -0.099 0.000 -0.190
H 1.469 -1.585 -0.736 0.140
H -1.242 0.658 -0.153 0.038
C 1.574 1.431 0.264 -0.142
O 4.354 -1.791 -0.612 0.069
O -2.493 -1.651 0.530 -0.093

***

*two*
15
Properties=species:S:1:pos:R:3:lowdin_charge:R:1 method="wB97M-V/def2-TZVPD" smiles="O=[N+]([O-])N1Cc2[nH]cnc2O1" homo_ev=-8.8 spin_multiplicity=1
O -3.175 0.380 0.545 0.132
N -2.580 -0.551 0.103 -0.390
C 0.730 -0.116 -0.075 -0.174
N 1.150 2.045 0.089 0.146
H 2.649 -0.552 0.819 0.151
H -0.814 -1.934 0.183 0.135
O -1.135 1.133 -0.586 0.081
N 2.019 0.021 0.298 0.117
C 0.232 1.110 -0.222 -0.262
H -0.056 -1.572 -1.363 0.117
C -0.322 -1.147 -0.427 -0.055
N -1.372 -0.256 -0.616 -0.043
O -2.745 -1.717 0.245 0.085
C 2.252 1.384 0.307 -0.157
H 3.167 1.772 0.699 0.116

***

Q: Which of them is the most stable? A: *two*.